This record from the Open Molecules 2025 dataset describes a 2-piece molecular cluster, C4H12N2O overall at a distorted geometry. The level of theory is ωB97M-V/def2-TZVPD.

XYZ file:
```
19
Properties=species:S:1:pos:R:3:forces:R:3
H -0.585927 -1.725504 1.978862 0.252 -0.162 -0.159
H -0.325240 0.719810 -1.077849 -0.066 -0.509 -0.236
H 0.861678 1.768698 -1.630953 0.185 -0.180 -0.147
C 1.158522 -0.980063 0.176285 -0.377 0.192 0.076
N -1.371551 0.131543 2.449340 -0.226 0.591 -0.040
H 0.468368 -1.749678 -0.184475 -0.315 0.393 -0.367
H 2.119012 -0.815242 -1.660744 0.674 0.372 0.137
C -0.525265 -0.640896 1.904253 -0.144 0.617 0.094
C 0.618283 0.696040 -1.625671 0.278 1.390 0.256
H -2.605676 0.987229 0.100454 0.056 0.501 0.016
H -2.759307 0.573000 -1.319791 -0.042 0.438 -0.151
H 1.935300 -1.564891 0.594347 1.149 -0.487 0.673
C 1.728889 -0.106366 -0.926692 -1.401 -0.810 -0.481
H 2.468329 0.549470 -0.485790 0.451 -0.038 -0.187
H -2.086970 -0.353016 2.969249 -0.005 -0.297 0.090
N 0.533261 -0.149639 1.197902 0.110 -0.951 -0.225
O -2.678579 1.379668 -0.787035 -0.015 -0.943 0.283
H 0.565559 0.835716 1.002333 -0.376 0.187 0.291
H 0.481314 0.444122 -2.674025 -0.188 -0.306 0.078
```
Forces are in eV/Å.

Frontier orbital gap ... 9.8870 eV
Electronic energy ... -9369.873 eV
Max |F| ... 1.69 eV/A
SMILES ... [H]/N=C/NCCC.O
ΔE to the lowest compared entry with this formula, charge and spin ... 127.4 kJ/mol

Atomic charges from the Mulliken analysis, expressed in e, are listed below:
1 H 0.396
2 H 0.164
3 H 0.268
4 C -0.678
5 N -0.694
6 H 0.344
7 H 0.300
8 C 0.000
9 C -0.906
10 H 0.317
11 H 0.315
12 H 0.380
13 C -0.501
14 H 0.316
15 H 0.227
16 N -0.257
17 O -0.676
18 H 0.316
19 H 0.366